# 1
The following is a quantum chemistry calculation of a cluster of 2 separate species, C5H7NO in total, from OMol25.

Results
net charge = 0
SMILES = C=C1C=NC(=O)C1.[H][H]
HOMO = -0.362 Ha
HOMO-LUMO gap = 9.645 eV
multiplicity = 1

Each line ends with the Löwdin charge.
CARTESIAN COORDINATES (ANGSTROEM)
C: 1.179 -1.157 0.872  0.06
C: 0.535 -0.533 -0.110  -0.35
C: -0.741 -1.000 -0.686  -0.11
N: -1.500 -0.082 -1.163  0.15
C: -0.792 1.163 -0.990  -0.48
O: -1.305 2.243 -1.098  0.10
C: 0.665 0.867 -0.630  -0.07
H: 2.019 -0.707 1.386  0.07
H: 0.853 -2.131 1.223  0.07
H: -1.071 -2.038 -0.652  0.13
H: 1.076 1.604 0.060  0.13
H: 1.251 0.882 -1.559  0.14
H: -0.755 0.345 1.808  0.07
H: -1.416 0.545 1.538  0.08

=====

# 2
The following is a quantum chemistry calculation of an isolated molecule of C5H7NO in a non-equilibrium geometry, from OMol25.

Results
net charge = 0
SMILES = C=C=COC(=C)N
HOMO (alpha / beta) = -0.272 / -0.272 Ha
HOMO-LUMO gap (alpha / beta) = 7.241 / 7.240 eV
multiplicity = 1

Each line ends with the Löwdin charge.
CARTESIAN COORDINATES (ANGSTROEM)
C: -0.311 -2.151 0.858  0.00
C: -0.750 -0.992 0.410  -0.11
C: -1.565 -0.297 -0.402  -0.16
O: -0.970 0.731 -1.001  -0.02
C: 0.379 0.844 -0.233  -0.43
C: 1.448 0.522 -0.992  0.06
N: 0.402 1.801 0.746  0.10
H: -0.816 -3.087 0.642  0.05
H: 0.591 -2.203 1.458  0.05
H: -2.609 -0.472 -0.638  0.13
H: 1.343 -0.171 -1.815  0.07
H: 2.441 0.840 -0.705  0.06
H: -0.497 1.995 1.167  0.10
H: 0.914 2.640 0.506  0.10

=====

The DFT total energy results, record by record, are as follows: -8834.158, -8830.912 eV.
The ΔE to the lowest compared entry with this formula, charge and spin results, record by record, are as follows: 197.3, 510.5 kJ/mol.